[1]
Entry from the Open Molecules 2025 dataset: one molecule with the formula C3H8N2O (wB97M-V/def2-TZVPD).

Properties
Structure (SMILES) = C/N=C/N(C)O
HOMO-LUMO gap = 9.2 eV
DFT total energy = -8264.9748 eV
Total charge = 0

Each line ends with the natural charge from an NBO analysis.
Element x y z (Å)
C 1.177 -0.896 2.102  -0.44
N 0.720 -0.785 0.697  -0.51
C -0.121 0.204 0.466  0.25
N -0.721 0.497 -0.793  -0.16
C -0.385 -0.082 -2.059  -0.43
O -1.117 1.812 -0.890  -0.57
H 2.263 -1.373 2.107  0.22
H 0.299 -1.595 2.580  0.20
H 1.142 0.150 2.574  0.17
H -0.287 0.933 1.190  0.16
H 0.313 0.594 -2.575  0.20
H -1.352 -0.367 -2.768  0.19
H 0.139 -1.025 -1.708  0.25
H -2.070 1.934 -0.923  0.47

---

[2]
Entry from the Open Molecules 2025 dataset: one molecule with the formula C3H4F2O (wB97M-V/def2-TZVPD).

Properties
Structure (SMILES) = O/C=C(/F)CF
HOMO-LUMO gap = 9.9 eV
DFT total energy = -10654.7187 eV
Total charge = 0

Each line ends with the natural charge from an NBO analysis.
Element x y z (Å)
O 0.906 2.117 -0.686  -0.73
C -0.085 1.262 -0.465  0.09
C -0.210 -0.004 0.023  0.25
F -1.534 -0.313 -0.291  -0.38
C 0.063 -1.476 0.890  0.05
F 0.419 -2.481 -0.023  -0.34
H 1.469 2.226 -1.450  0.52
H -0.952 1.547 -1.053  0.18
H -0.919 -1.498 1.368  0.20
H 0.843 -1.380 1.688  0.18

---

[3]
Entry from the Open Molecules 2025 dataset: one molecule with the formula C12H21N3O2 (wB97M-V/def2-TZVPD).

Properties
Structure (SMILES) = C=CCNC(=O)C(=O)NC[C@@H]1CCCN1CC
HOMO-LUMO gap = 9.3 eV
DFT total energy = -21350.5964 eV
Total charge = 0

Each line ends with the natural charge from an NBO analysis.
Element x y z (Å)
C -0.696 5.352 0.128  -0.40
C -1.340 4.925 -0.941  -0.18
C -1.457 3.491 -1.371  -0.27
N -0.917 2.557 -0.420  -0.58
C 0.145 1.779 -0.642  0.58
O 0.762 1.681 -1.691  -0.64
C 0.512 0.947 0.591  0.60
O -0.130 1.027 1.625  -0.64
N 1.608 0.213 0.377  -0.59
C 2.003 -0.889 1.208  -0.23
C 1.493 -2.224 0.621  -0.04
C 2.086 -2.533 -0.766  -0.42
C 0.936 -2.259 -1.737  -0.41
C -0.285 -2.610 -0.896  -0.21
N 0.056 -2.119 0.423  -0.46
C -0.780 -2.587 1.503  -0.20
C -2.092 -1.811 1.552  -0.61
H -0.647 6.398 0.377  0.20
H -0.184 4.680 0.797  0.20
H -1.838 5.621 -1.602  0.20
H -2.513 3.257 -1.559  0.21
H -0.904 3.343 -2.306  0.24
H -1.301 2.521 0.517  0.43
H 1.953 0.247 -0.576  0.42
H 3.091 -0.909 1.310  0.20
H 1.547 -0.724 2.187  0.23
H 1.757 -3.020 1.336  0.18
H 2.969 -1.934 -0.980  0.21
H 2.371 -3.584 -0.817  0.21
H 1.003 -2.856 -2.644  0.21
H 0.901 -1.206 -2.015  0.21
H -1.193 -2.123 -1.256  0.20
H -0.454 -3.703 -0.893  0.16
H -0.247 -2.423 2.442  0.19
H -0.985 -3.670 1.411  0.16
H -2.682 -2.130 2.408  0.21
H -2.675 -1.973 0.649  0.20
H -1.874 -0.751 1.648  0.23

---

[4]
Entry from the Open Molecules 2025 dataset: C25H27AuClIN4OP2 as an isolated structure (wB97M-V/def2-TZVPD).

Properties
HOMO-LUMO gap (spin up / spin down) = 7.0 / 5.8 eV
Spin multiplicity = 3
DFT total energy = -77249.6823 eV
Total charge = +2
Expectation value of S² = 2.04

Each line ends with the natural charge from an NBO analysis.
Element x y z (Å)
Au 0.314 0.164 -0.011  0.76
C 3.940 1.552 0.590  -0.95
P 2.757 0.398 -0.165  1.08
C 3.107 0.470 -1.947  -0.97
C 3.249 -1.268 0.411  -0.75
C 2.421 -2.331 -0.273  -0.75
P 0.541 -2.233 -0.084  1.06
C 0.286 -3.558 -1.329  -0.93
C 0.387 -2.973 1.570  -0.96
H 4.928 1.363 0.164  0.26
H 3.966 1.410 1.669  0.26
H 3.634 2.573 0.369  0.27
H 4.144 0.195 -2.144  0.26
H 2.933 1.491 -2.283  0.27
H 2.437 -0.191 -2.493  0.25
H 3.126 -1.298 1.498  0.25
H 4.311 -1.416 0.190  0.26
H 2.719 -3.324 0.087  0.25
H 2.610 -2.294 -1.351  0.23
H 1.130 -4.243 -1.255  0.25
H 0.260 -3.120 -2.326  0.26
H -0.635 -4.106 -1.164  0.25
H 0.419 -4.061 1.472  0.26
H -0.536 -2.660 2.047  0.24
H 1.220 -2.642 2.190  0.25
Cl -3.502 6.258 -0.102  0.15
C -2.236 5.124 -0.029  0.07
C -0.920 5.564 -0.075  -0.26
C 0.124 4.662 -0.036  -0.15
I 2.118 5.275 -0.084  0.30
C -0.086 3.250 0.020  0.38
O 0.862 2.437 -0.004  -0.62
C -1.466 2.800 0.095  0.19
N -1.666 1.478 0.191  -0.53
C -2.893 1.019 0.303  0.10
C -4.015 1.845 0.265  -0.22
C -3.837 3.205 0.154  -0.09
C -2.533 3.728 0.080  -0.13
H -0.711 6.621 -0.152  0.27
H -2.992 -0.047 0.425  0.21
H -4.998 1.407 0.329  0.25
H -4.682 3.875 0.132  0.26
N -9.024 -6.648 1.290  -0.22
C -8.210 -5.908 0.979  0.24
C -7.163 -5.025 0.610  -0.15
C -6.449 -4.357 1.607  -0.12
C -5.363 -3.582 1.257  -0.25
C -4.985 -3.475 -0.079  0.20
C -5.730 -4.091 -1.080  -0.24
C -6.822 -4.865 -0.735  -0.12
N -3.792 -2.788 -0.390  -0.34
C -3.503 -2.048 -1.501  -0.06
C -2.202 -1.661 -1.374  -0.10
N -1.698 -2.161 -0.211  -0.55
C -2.674 -2.842 0.354  0.20
H -6.739 -4.453 2.643  0.25
H -4.802 -3.055 2.013  0.22
H -5.440 -3.995 -2.116  0.23
H -7.402 -5.362 -1.500  0.25
H -4.222 -1.845 -2.266  0.25
H -1.601 -1.061 -2.027  0.23
H -2.613 -3.391 1.273  0.23

---

[5]
Entry from the Open Molecules 2025 dataset: C5H7BiFO3 as an isolated structure (wB97M-V/def2-TZVPD).

Properties
HOMO-LUMO gap (spin up / spin down) = 5.5 / 6.2 eV
Spin multiplicity = 2
DFT total energy = -19972.7234 eV
Total charge = +2
Expectation value of S² = 0.75

Each line ends with the natural charge from an NBO analysis.
Element x y z (Å)
C -2.347 -1.151 1.302  -0.46
C -3.237 -0.631 0.425  -0.35
H -2.348 -0.754 2.324  0.27
H -1.614 -1.958 1.274  0.27
H -3.887 0.203 0.709  0.28
H -3.392 -1.058 -0.570  0.26
O 2.009 -0.631 -0.086  -0.46
C 1.863 0.672 0.288  0.94
C 1.143 -1.211 -1.041  -0.21
O 2.856 1.244 0.693  -0.41
O 0.686 1.170 0.189  -0.86
C 0.143 -2.164 -0.473  0.35
H 1.799 -1.769 -1.729  0.31
H 0.613 -0.452 -1.633  0.19
F 0.665 -3.130 0.290  -0.22
H -0.665 -2.532 -1.117  0.21
Bi -1.155 0.755 0.037  1.89

---

[6]
Entry from the Open Molecules 2025 dataset: AgCl as an isolated structure (wB97M-V/def2-TZVPD).

Properties
HOMO-LUMO gap (spin up / spin down) = 12.9 / 6.5 eV
Spin multiplicity = 3
DFT total energy = -16493.1512 eV
Total charge = +2
Expectation value of S² = 2.00

Each line ends with the natural charge from an NBO analysis.
Element x y z (Å)
Ag 1.524 5.391 -7.572  1.13
Cl 3.375 6.652 -6.169  0.87

---

[7]
Entry from the Open Molecules 2025 dataset: an isolated ion of composition C4H10NO2 and charge +1 (wB97M-V/def2-TZVPD).

Properties
Structure (SMILES) = CC=[N+](OC)OC
HOMO-LUMO gap = 10.6 eV
DFT total energy = -9883.2910 eV
Total charge = +1

Each line ends with the natural charge from an NBO analysis.
Element x y z (Å)
C -2.472 -0.342 -0.024  -0.69
C -1.030 -0.740 0.165  0.14
N -0.075 0.112 -0.041  0.31
O 1.331 -0.192 -0.167  -0.33
C 1.649 -1.604 -0.013  -0.28
O -0.134 1.453 0.022  -0.29
C 1.055 2.211 -0.047  -0.25
H -3.132 -0.548 0.805  0.28
H -2.910 -0.997 -0.798  0.28
H -2.593 0.730 -0.080  0.27
H -0.686 -1.726 0.343  0.25
H 1.032 -2.136 -0.756  0.20
H 1.261 -1.847 1.056  0.20
H 2.787 -1.571 -0.211  0.27
H 0.719 3.235 -0.104  0.23
H 1.552 1.837 -0.943  0.21
H 1.646 2.125 0.793  0.20

---

Across the entries above, ΔE to the lowest compared entry with this formula, charge and spin takes the values 419.8 312.7 122.2 80.4 9.8 3.4 607.6 kJ/mol, respectively.
Across the entries above, strongest force on any atom takes the values 4.6 3.9 0.5 1.5 7.5 0.6 3.5 eV/Å, respectively.
Across the entries above, molecular weight takes the values 88.11 94.06 239.32 820.79 343.09 143.32 104.13 g/mol, respectively.